<i>
The following is a DFT calculation (ωB97M-V/def2-TZVPD) of a structure of composition CH3FO2S.

Calculated values
* HOMO energy: -11.88 eV
* Kohn-Sham gap: 11.4 eV
* 2S+1: 1
* LUMO energy: -0.446 eV

Each line ends with the Mulliken charge.
Atoms and positions in Å:
1 C 0.005 -0.887 -0.211  -0.183
2 O -1.321 1.408 -0.617  -0.535
3 O 1.181 1.433 -0.552  -0.506
4 F 1.245 -1.357 0.917  -0.387
5 S -0.085 0.959 -0.085  0.841
6 H -0.816 -1.427 0.306  0.237
7 H 0.129 -1.400 -1.060  0.339
8 H -0.338 1.271 1.302  0.194



<ii>
The following is a DFT calculation (ωB97M-V/def2-TZVPD) of an isolated molecule of CH3FO2S.

Calculated values
* HOMO energy: -10.63 eV
* Kohn-Sham gap: 11.0 eV
* 2S+1: 1
* LUMO energy: 0.383 eV

Each line ends with the Mulliken charge.
Atoms and positions in Å:
1 O 1.688 -1.096 0.397  -0.526
2 S 1.010 0.042 -0.164  0.728
3 O 1.518 1.330 -0.057  -0.492
4 C -1.020 -0.034 0.419  -0.243
5 F -1.648 -0.418 -0.733  -0.248
6 H 0.822 -0.204 -1.671  0.181
7 H -0.969 -0.558 1.320  0.311
8 H -1.401 0.937 0.489  0.289



<iii>
The following is a DFT calculation (ωB97M-V/def2-TZVPD) of a cluster of 2 separate species, CH3FO2S in total.

Calculated values
* HOMO energy (spin up / spin down): -12.45 / -10.25 eV
* Kohn-Sham gap (spin up / spin down): 9.6 / 7.0 eV
* 2S+1: 1
* LUMO energy (spin up / spin down): -2.869 / -3.224 eV

Each line ends with the Mulliken charge.
Atoms and positions in Å:
1 C 0.692 -0.612 0.376  -0.703
2 O -1.589 1.000 0.876  -0.384
3 O -1.560 -0.532 -1.083  -0.427
4 F 0.737 1.974 -1.537  -0.453
5 S -0.882 0.364 -0.149  0.996
6 H 1.342 0.110 0.642  0.320
7 H 0.409 -1.074 1.364  0.345
8 H 0.851 -1.230 -0.490  0.306



So which one is most stable? That would be <ii>, about 0.610 eV below the next structure.



<i>
The following is a DFT calculation (ωB97M-V/def2-TZVPD) of an isolated molecule of C4H4N2S.

Calculated values
* HOMO energy: -8.27 eV
* Kohn-Sham gap: 8.6 eV
* 2S+1: 1
* LUMO energy: 0.337 eV

Each line ends with the Mulliken charge.
Atoms and positions in Å:
1 C 0.152 -1.685 0.003  -0.344
2 N 0.816 -0.771 -0.480  -0.365
3 C 1.241 0.507 -0.082  -0.095
4 C 0.444 1.594 0.109  -0.239
5 N -0.835 1.332 0.022  -0.243
6 C -1.719 0.539 0.022  0.436
7 S -2.877 -0.509 0.082  -0.376
8 H -0.498 -1.595 0.964  0.320
9 H 0.079 -2.634 -0.609  0.230
10 H 2.313 0.616 -0.268  0.338
11 H 0.884 2.607 0.236  0.338



<ii>
The following is a DFT calculation (ωB97M-V/def2-TZVPD) of an isolated molecule of C4H4N2S.

Calculated values
* HOMO energy: -8.12 eV
* Kohn-Sham gap: 6.8 eV
* 2S+1: 1
* LUMO energy: -1.336 eV

Each line ends with the Mulliken charge.
Atoms and positions in Å:
1 S -2.326 0.170 -0.126  -0.174
2 N -1.102 -0.827 0.190  -0.376
3 C 0.174 -0.386 0.073  0.221
4 C 1.408 -1.130 0.010  -0.378
5 C 2.374 -0.212 -0.139  -0.263
6 C 1.785 1.022 -0.059  -0.459
7 N 0.468 0.893 0.244  0.000
8 H 1.727 -2.201 -0.094  0.321
9 H 3.400 -0.380 -0.286  0.447
10 H 2.158 1.974 -0.187  0.459
11 H -0.083 1.664 0.233  0.201



So which one is most stable? That would be <ii>, about 0.079 eV below the next structure.



<i>
The following is a DFT calculation (ωB97M-V/def2-TZVPD) of an isolated molecule of C4H4N2S.

Calculated values
* HOMO energy: -8.69 eV
* Kohn-Sham gap: 8.3 eV
* 2S+1: 1
* LUMO energy: -0.412 eV

Each line ends with the Mulliken charge.
Atoms and positions in Å:
1 C -2.176 1.571 -0.041  0.224
2 C -1.797 0.415 0.003  -0.482
3 C -1.223 -0.908 -0.024  -0.236
4 N 0.032 -1.199 -0.001  -0.509
5 N 0.903 -0.167 -0.054  0.196
6 C 2.210 -0.458 0.008  -0.153
7 S 3.446 0.636 -0.007  -0.310
8 H -2.497 2.549 0.187  0.421
9 H -1.921 -1.771 0.048  0.307
10 H 0.587 0.834 -0.152  0.210
11 H 2.435 -1.502 0.031  0.332



<ii>
The following is a DFT calculation (ωB97M-V/def2-TZVPD) of an isolated molecule of C4H4N2S.

Calculated values
* HOMO energy: -9.33 eV
* Kohn-Sham gap: 7.9 eV
* 2S+1: 1
* LUMO energy: -1.448 eV

Each line ends with the Mulliken charge.
Atoms and positions in Å:
1 N 2.817 -1.546 -0.087  -0.436
2 C 2.018 -0.689 -0.038  0.071
3 C 1.106 0.378 -0.081  -0.501
4 C -0.221 0.291 -0.075  0.900
5 N -1.113 1.324 -0.135  -0.487
6 C -0.775 -1.061 0.009  -0.345
7 S -2.364 -1.328 -0.080  -0.255
8 H 1.565 1.345 -0.087  0.330
9 H -2.053 1.044 0.045  0.175
10 H -0.802 2.203 0.365  0.265
11 H -0.180 -1.961 0.164  0.283



<iii>
The following is a DFT calculation (ωB97M-V/def2-TZVPD) of an isolated molecule of C4H4N2S.

Calculated values
* HOMO energy: -9.31 eV
* Kohn-Sham gap: 9.3 eV
* 2S+1: 1
* LUMO energy: 0.004 eV

Each line ends with the Mulliken charge.
Atoms and positions in Å:
1 C -0.042 0.237 -1.432  -0.212
2 N 1.176 -0.108 -1.178  -0.325
3 N 1.496 -0.740 0.045  -0.321
4 C 0.804 -0.492 1.109  -0.199
5 C -0.305 0.483 0.889  -0.168
6 S -2.089 0.659 0.888  -0.094
7 C -0.997 -0.070 -0.330  -0.201
8 H -0.227 0.639 -2.415  0.447
9 H 1.150 -0.927 2.036  0.441
10 H 0.132 1.466 0.668  0.312
11 H -1.099 -1.148 -0.280  0.321



So which one is most stable? That would be <ii>, about 1.946 eV below the next structure.



<i>
The following is a DFT calculation (ωB97M-V/def2-TZVPD) of an isolated molecule of C7H12N4.

Calculated values
* HOMO energy: -8.63 eV
* Kohn-Sham gap: 9.4 eV
* 2S+1: 1
* LUMO energy: 0.766 eV

Each line ends with the Mulliken charge.
Atoms and positions in Å:
1 C -2.129 1.761 0.109  -1.276
2 C -1.176 0.650 -0.425  0.456
3 C 0.084 1.233 -1.088  -0.900
4 C 1.292 0.443 -0.744  0.560
5 C 2.585 0.561 -1.139  -0.636
6 N 3.319 -0.515 -0.739  -0.558
7 N 2.478 -1.279 -0.156  -0.618
8 N 1.279 -0.783 -0.154  0.857
9 N 0.076 -1.333 0.352  -0.126
10 C 0.181 -2.391 1.365  -0.841
11 C -0.905 -0.363 0.691  -1.006
12 H -1.451 2.355 0.827  0.345
13 H -2.890 1.199 0.796  0.304
14 H -2.569 2.385 -0.787  0.326
15 H -1.725 0.231 -1.264  0.277
16 H 0.303 2.216 -0.874  0.413
17 H -0.006 1.227 -2.198  0.273
18 H 3.108 1.085 -1.917  0.399
19 H -0.210 -1.933 2.225  0.340
20 H -0.370 -3.332 1.024  0.248
21 H 1.308 -2.631 1.559  0.334
22 H -0.685 0.129 1.679  0.411
23 H -1.899 -0.916 0.855  0.418



<ii>
The following is a DFT calculation (ωB97M-V/def2-TZVPD) of a cluster of 3 separate species, C7H12N4 in total.

Calculated values
* HOMO energy: -7.59 eV
* Kohn-Sham gap: 7.3 eV
* 2S+1: 1
* LUMO energy: -0.330 eV

Each line ends with the Mulliken charge.
Atoms and positions in Å:
1 C 1.532 -0.410 0.287  -0.075
2 C -0.816 -0.390 -0.204  0.856
3 C -1.924 -1.034 -0.619  -0.418
4 C -3.205 -0.704 -0.281  -0.434
5 C -3.143 0.638 0.225  -0.425
6 C -2.007 1.461 0.393  -0.814
7 C -0.801 0.930 0.529  -0.452
8 H 2.385 2.712 -1.334  0.256
9 H 3.881 0.691 -0.882  0.256
10 H 0.969 1.141 -1.060  0.418
11 H 1.391 -0.031 1.250  0.255
12 H 3.008 -1.630 1.741  0.276
13 H 2.545 -2.003 -0.113  0.230
14 H 0.547 -2.045 -0.441  0.302
15 H -1.672 -2.314 -0.422  0.004
16 H -3.860 -1.451 -0.725  0.380
17 H -4.226 0.882 0.325  0.270
18 H -2.084 2.473 0.763  0.360
19 H -0.017 1.279 1.097  0.501
20 N 2.657 1.724 -0.205  -0.542
21 N 1.854 0.474 -0.854  -0.502
22 N 2.648 -1.352 0.604  -0.597
23 N 0.338 -1.041 -0.074  -0.105



So which one is most stable? That would be <i>, about 9.155 eV below the next structure.